Entry 1:
Entry from OMol25: a structure of composition C25H31Cl2O7Ti at a distorted geometry (wB97M-V/def2-TZVPD).

Element x y z (Å)
C1 0.379 -0.650 -3.564
C2 0.088 -1.280 -2.187
C3 0.030 0.860 -3.437
C4 -0.924 0.940 -2.230
H1 -0.446 1.153 -4.380
H2 0.949 1.442 -3.300
C5 -1.152 -0.510 -1.716
H3 0.962 -1.075 -1.550
H4 -0.068 -2.365 -2.261
C6 -1.321 -0.349 -0.217
H5 -2.045 -0.986 -2.161
H6 -1.882 1.378 -2.547
C7 -0.456 1.702 -0.929
C8 1.780 -0.947 -4.063
C9 -0.401 -1.313 -4.696
O1 -0.926 -0.731 -5.629
O2 2.715 -1.284 -3.350
O3 1.882 -0.854 -5.406
O4 -0.421 -2.654 -4.592
C10 -0.936 -3.271 -5.775
H7 -0.684 -4.322 -5.674
H8 -0.458 -2.816 -6.648
H9 -2.018 -3.117 -5.833
C11 3.195 -1.181 -5.841
H10 3.938 -0.622 -5.262
H11 3.234 -0.927 -6.898
H12 3.367 -2.253 -5.699
O5 -0.545 0.773 0.215
H13 -1.027 -1.248 0.348
H14 -2.384 -0.127 -0.005
C12 -1.378 2.899 -0.679
C13 0.991 2.176 -0.935
H15 1.167 2.927 -1.714
H16 1.681 1.335 -1.084
H17 1.221 2.636 0.034
H18 -1.125 3.389 0.273
H19 -2.431 2.584 -0.641
H20 -1.274 3.637 -1.491
Ti1 -0.008 0.001 3.694
C14 -1.879 -0.099 5.156
C15 -2.416 0.079 3.833
C16 -2.069 -1.065 3.052
H21 -3.112 0.854 3.515
C17 -1.307 -1.949 3.876
C18 -1.187 -1.350 5.184
H22 -0.743 -1.776 6.083
H23 -2.072 0.518 6.032
H24 -2.464 -1.293 2.057
H25 -0.984 -2.940 3.575
C19 2.381 0.355 3.860
C20 1.989 -0.574 4.873
C21 1.485 -1.741 4.224
H26 2.094 -0.435 5.955
C22 1.516 -1.518 2.806
C23 2.056 -0.205 2.582
H27 2.275 0.231 1.610
H28 2.948 1.275 4.019
H29 1.228 -2.676 4.715
H30 1.299 -2.251 2.029
Cl1 -0.617 4.692 2.805
C24 -0.783 3.697 4.277
Cl2 -2.483 3.322 4.687
C25 -0.165 2.346 4.035
O6 0.167 1.568 5.012
O7 -0.155 1.854 2.847
H31 -0.274 4.132 5.134

Lowest unoccupied orbital energy (alpha / beta): 2.205 / 2.205 eV
Calculated total energy: -3267.8219 a.u.
Kohn-Sham gap (alpha / beta): 3.457 / 3.025 eV
Total charge: -1

Löwdin atomic charge list, values in e, 4 entries: -0.24 -0.04 -0.02 -0.15

Entry 2:
Entry from OMol25: a structure of composition C25H31Cl5IO6ReSSi at a distorted geometry (wB97M-V/def2-TZVPD).

Element x y z (Å)
Re1 0.508 0.228 -2.067
Cl1 3.203 -3.735 -7.482
C1 2.886 -2.766 -6.114
C2 1.564 -2.516 -5.728
Cl2 0.259 -3.229 -6.574
C3 1.317 -1.678 -4.650
Cl3 -0.290 -1.250 -4.231
C4 2.355 -1.128 -3.873
O1 2.107 -0.396 -2.806
C5 3.679 -1.406 -4.268
Cl4 4.952 -0.740 -3.348
C6 3.940 -2.199 -5.385
Cl5 5.555 -2.479 -5.863
C7 3.561 -0.804 1.397
C8 3.226 0.678 1.436
C9 3.689 1.316 2.742
C10 3.808 1.404 0.229
O2 1.808 0.869 1.362
Si1 0.472 0.040 1.557
S1 0.264 -1.213 -0.373
O3 -0.808 0.960 1.338
C11 -1.086 2.346 1.644
C12 -2.606 2.462 1.586
C13 -0.550 2.673 3.032
C14 -0.406 3.216 0.592
O4 0.477 -1.068 2.694
C15 -0.462 -2.045 3.212
C16 -1.827 -1.873 2.558
C17 -0.542 -1.808 4.717
C18 0.118 -3.422 2.908
H1 4.632 -0.941 1.500
H2 3.239 -1.239 0.453
H3 3.063 -1.321 2.212
H4 4.768 1.241 2.835
H5 3.223 0.812 3.583
H6 3.402 2.364 2.765
H7 4.884 1.271 0.210
H8 3.585 2.465 0.283
H9 3.381 1.002 -0.690
H10 -3.051 1.756 2.283
H11 -2.955 2.225 0.585
H12 -2.922 3.466 1.849
H13 -0.988 2.009 3.773
H14 -0.792 3.701 3.287
H15 0.529 2.544 3.047
H16 -0.683 2.880 -0.404
H17 0.673 3.138 0.691
H18 -0.708 4.252 0.712
H19 -2.196 -0.865 2.721
H20 -2.524 -2.578 2.998
H21 -1.759 -2.061 1.488
H22 -0.925 -0.811 4.919
H23 0.444 -1.914 5.165
H24 -1.209 -2.534 5.175
H25 0.214 -3.563 1.834
H26 -0.538 -4.188 3.310
H27 1.098 -3.527 3.365
I1 -7.494 -1.157 -1.555
C19 -5.668 -0.146 -1.882
C20 -5.584 0.839 -2.858
C21 -4.382 1.484 -3.056
C22 -3.268 1.153 -2.286
C23 -3.364 0.170 -1.301
C24 -4.568 -0.477 -1.102
C25 -1.998 1.867 -2.582
O5 -1.918 2.823 -3.316
O6 -0.928 1.365 -1.982
H28 -6.441 1.105 -3.454
H29 -4.279 2.258 -3.801
H30 -2.508 -0.071 -0.680
H31 -4.660 -1.237 -0.342

Lowest unoccupied orbital energy (alpha / beta): -5.626 / -5.305 eV
Calculated total energy: -4787.2109 a.u.
Kohn-Sham gap (alpha / beta): 5.728 / 6.048 eV
Total charge: +1
Spin multiplicity: 2

Löwdin atomic charge list, values in e, 4 entries: 1.27 0.74 -0.69 -0.69

Entry 3:
Entry from OMol25: a structure of composition C25H31F4N3O2Zr (wB97M-V/def2-TZVPD).

Element x y z (Å)
Zr1 -0.021 -0.199 0.111
C1 -2.569 -2.304 1.674
C2 -1.208 -1.733 1.974
C3 -0.050 -2.512 1.840
C4 1.202 -2.060 2.284
C5 2.374 -2.987 2.379
C6 1.296 -0.752 2.775
C7 0.168 0.050 2.946
C8 0.263 1.377 3.631
C9 -1.070 -0.436 2.489
H1 -2.530 -3.061 0.892
H2 -3.283 -1.532 1.397
H3 -2.938 -2.786 2.581
H4 -0.146 -3.525 1.465
H5 2.245 -3.884 1.777
H6 2.458 -3.310 3.420
H7 3.310 -2.496 2.117
H8 2.263 -0.376 3.092
H9 0.303 1.207 4.710
H10 -0.607 1.998 3.432
H11 1.176 1.908 3.358
H12 -1.949 0.193 2.582
C10 -0.935 -2.628 -1.912
C11 0.510 -2.832 -1.512
N1 1.320 -1.583 -1.241
C12 2.667 -2.080 -0.775
C13 3.601 -1.005 -0.267
C14 1.534 -0.858 -2.556
C15 0.824 0.487 -2.648
N2 -0.370 0.432 -1.795
C16 -1.512 1.203 -2.073
C17 -2.597 0.948 -1.252
F1 -2.337 0.010 -0.248
C18 -3.793 1.617 -1.297
F2 -4.751 1.310 -0.436
C19 -3.959 2.611 -2.247
C20 -2.895 2.899 -3.078
F3 -3.000 3.855 -3.986
C21 -1.676 2.225 -2.998
F4 -0.678 2.593 -3.807
H13 -1.372 -3.609 -2.101
H14 -1.563 -2.178 -1.132
H15 -1.050 -2.017 -2.805
H16 0.571 -3.448 -0.615
H17 1.044 -3.372 -2.299
H18 2.475 -2.824 -0.007
H19 3.109 -2.617 -1.620
H20 3.260 -0.560 0.668
H21 4.578 -1.454 -0.086
H22 3.741 -0.193 -0.979
H23 2.602 -0.726 -2.702
H24 1.178 -1.515 -3.350
H25 1.485 1.300 -2.333
H26 0.560 0.671 -3.687
H27 -4.889 3.157 -2.323
O1 -2.414 3.226 0.983
C22 -1.239 3.182 0.806
C23 -0.244 4.327 0.647
C24 1.130 3.659 0.494
C25 0.752 2.220 0.495
O2 1.531 1.191 0.312
N3 -0.510 1.944 0.671
H28 -0.324 4.991 1.506
H29 -0.528 4.901 -0.235
H30 1.818 3.855 1.319
H31 1.659 3.908 -0.426

Lowest unoccupied orbital energy: -6.931 eV
Calculated total energy: -1732.0871 a.u.
Energy above the lowest of the compared OMol25 structures with the same formula, charge and spin: 1.09 kJ/mol
Kohn-Sham gap: 7.425 eV
Total charge: +2

Löwdin atomic charge list, values in e, 4 entries: 1.94 -0.01 -0.32 -0.03

Entry 4:
Entry from OMol25: a structure of composition C25H31GeNOOsSSb (wB97M-V/def2-TZVPD).

Element x y z (Å)
Os1 -0.909 1.345 1.821
N1 -1.503 2.521 5.724
C1 -1.579 2.270 4.427
O1 -0.643 1.633 3.870
C2 -2.746 2.704 3.612
C3 -2.286 2.855 2.155
H1 -0.706 2.194 6.247
H2 -2.217 3.049 6.194
H3 -3.218 3.591 4.042
H4 -3.469 1.883 3.678
H5 -1.806 3.834 2.030
H6 -3.144 2.836 1.485
S1 -0.624 2.233 -0.275
Sb1 0.539 0.737 -1.657
C4 -0.729 -0.617 -2.615
C5 -1.595 -1.385 -1.838
C6 -2.430 -2.306 -2.451
C7 -2.399 -2.453 -3.833
C8 -1.541 -1.682 -4.602
C9 -0.700 -0.758 -3.996
C10 1.948 -0.426 -0.638
C11 1.884 -1.814 -0.703
C12 2.841 -2.573 -0.043
C13 3.849 -1.948 0.676
C14 3.908 -0.560 0.740
C15 2.958 0.205 0.084
C16 1.577 1.790 -3.135
C17 2.641 1.173 -3.788
C18 3.319 1.858 -4.785
C19 2.937 3.149 -5.122
C20 1.880 3.763 -4.465
C21 1.195 3.086 -3.467
H7 -1.626 -1.259 -0.762
H8 -3.105 -2.904 -1.853
H9 -3.052 -3.172 -4.311
H10 -1.524 -1.796 -5.677
H11 -0.034 -0.154 -4.602
H12 1.100 -2.306 -1.268
H13 2.800 -3.654 -0.093
H14 4.594 -2.542 1.188
H15 4.696 -0.076 1.302
H16 3.009 1.287 0.139
H17 2.951 0.169 -3.518
H18 4.148 1.385 -5.295
H19 3.469 3.681 -5.900
H20 1.589 4.772 -4.728
H21 0.374 3.570 -2.950
C22 -1.398 -3.299 1.309
Ge1 -1.195 -1.729 2.454
C23 0.696 -1.259 2.719
C24 -2.025 -2.060 4.193
C25 -2.009 -0.096 1.714
H22 -1.117 -4.194 1.865
H23 -0.764 -3.233 0.424
H24 -2.433 -3.412 0.986
H25 0.867 -0.925 3.741
H26 1.017 -0.457 2.044
H27 1.339 -2.115 2.515
H28 -1.541 -2.902 4.689
H29 -3.086 -2.287 4.089
H30 -1.919 -1.182 4.832
H31 -3.052 -0.041 1.382

Lowest unoccupied orbital energy: -2.240 eV
Calculated total energy: -3906.9947 a.u.
Energy above the lowest of the compared OMol25 structures with the same formula, charge and spin: 0.00 kJ/mol
Kohn-Sham gap: 7.839 eV
Total charge: +1

Löwdin atomic charge list, values in e, 4 entries: 0.86 0.23 -0.49 -0.14

Entry 5:
Entry from OMol25: an isolated molecule of C25H31N3O4S (wB97M-V/def2-TZVPD).

Element x y z (Å)
C1 2.112 3.603 3.364
C2 2.107 3.197 1.895
C3 0.697 2.874 1.430
O1 -0.246 2.842 2.190
N1 0.561 2.584 0.099
C4 -0.619 2.119 -0.488
C5 -1.921 2.205 -0.017
C6 -2.931 1.634 -0.779
C7 -2.631 0.986 -1.961
S1 -3.934 0.230 -2.939
O2 -4.951 1.207 -3.218
O3 -3.300 -0.414 -4.066
C8 -4.656 -1.092 -1.907
C9 -3.535 -2.019 -1.480
C10 -3.016 -1.624 -0.097
O4 -3.637 -0.856 0.614
N2 -1.876 -2.216 0.327
C11 -0.945 -2.977 -0.472
C12 0.259 -2.084 -0.831
N3 0.898 -1.582 0.367
C13 1.959 -2.292 0.927
C14 3.005 -2.725 0.104
C15 4.101 -3.379 0.628
C16 4.198 -3.613 1.990
C17 3.179 -3.176 2.817
C18 2.073 -2.528 2.299
C19 -0.053 -0.888 1.210
C20 -1.266 -1.757 1.562
C21 -1.332 0.910 -2.445
C22 -0.329 1.494 -1.707
C23 1.149 1.550 -1.957
C24 1.626 2.570 -0.907
C25 1.768 3.960 -1.529
H1 1.682 2.812 3.972
H2 1.514 4.499 3.508
H3 3.128 3.798 3.699
H4 2.527 3.997 1.285
H5 2.725 2.304 1.758
H6 -2.137 2.687 0.921
H7 -3.955 1.687 -0.450
H8 -5.392 -1.575 -2.542
H9 -5.136 -0.623 -1.052
H10 -2.747 -1.957 -2.232
H11 -3.883 -3.054 -1.426
H12 -1.417 -3.363 -1.373
H13 -0.596 -3.825 0.128
H14 0.966 -2.657 -1.428
H15 -0.102 -1.233 -1.419
H16 2.971 -2.529 -0.958
H17 4.892 -3.702 -0.034
H18 5.056 -4.124 2.398
H19 3.237 -3.348 3.882
H20 1.295 -2.217 2.978
H21 0.441 -0.517 2.107
H22 -0.420 -0.024 0.648
H23 -2.004 -1.173 2.112
H24 -0.968 -2.630 2.150
H25 -1.151 0.411 -3.384
H26 1.388 1.870 -2.970
H27 1.602 0.569 -1.791
H28 2.571 2.262 -0.454
H29 2.569 3.961 -2.264
H30 0.838 4.238 -2.021
H31 1.991 4.709 -0.774

Lowest unoccupied orbital energy: 0.472 eV
Calculated total energy: -1834.7054 a.u.
Energy above the lowest of the compared OMol25 structures with the same formula, charge and spin: 99.06 kJ/mol
Kohn-Sham gap: 8.385 eV
SMILES: CCC(=O)N1c2ccc(S(=O)(=O)CCC(=O)N3CCN(c4ccccc4)CC3)cc2C[C@H]1C
Total charge: 0

Löwdin atomic charge list, values in e, 4 entries: -0.09 -0.16 -0.43 0.08

Entry 6:
Entry from OMol25: an isolated molecule of C25H31N3O5S2 at a distorted geometry (wB97M-V/def2-TZVPD).

Element x y z (Å)
C1 -1.561 0.754 -3.962
C2 -1.429 1.848 -2.903
O1 -0.927 1.373 -1.670
C3 -1.793 0.846 -0.751
C4 -3.127 0.554 -0.971
C5 -3.921 0.046 0.048
C6 -3.391 -0.192 1.303
C7 -4.227 -0.754 2.420
C8 -4.640 -2.209 2.144
N1 -3.516 -3.013 1.727
C9 -2.840 -3.838 2.550
O2 -3.173 -4.075 3.691
C10 -1.640 -4.538 1.892
C11 -0.915 -3.687 0.898
C12 -1.401 -3.542 -0.400
C13 -0.798 -2.678 -1.290
C14 0.333 -1.958 -0.914
N2 0.872 -1.075 -1.842
C15 1.881 -0.207 -1.692
N3 2.727 -0.112 -0.759
C16 3.731 0.893 -0.992
C17 4.191 1.570 0.288
S1 3.441 3.237 0.243
O3 2.754 3.542 1.468
O4 4.439 4.172 -0.199
C18 2.296 2.912 -1.130
C19 3.122 1.953 -1.951
S2 2.073 0.969 -3.057
C20 0.867 -2.144 0.356
C21 0.232 -2.984 1.252
C22 -2.044 0.081 1.521
C23 -1.238 0.607 0.526
O5 0.078 0.923 0.662
C24 0.672 0.833 1.945
C25 0.299 1.999 2.854
H1 -2.155 -0.079 -3.592
H2 -2.042 1.162 -4.846
H3 -0.575 0.392 -4.246
H4 -2.387 2.359 -2.752
H5 -0.693 2.584 -3.238
H6 -3.577 0.733 -1.934
H7 -4.965 -0.151 -0.147
H8 -5.133 -0.158 2.551
H9 -3.659 -0.722 3.350
H10 -5.046 -2.661 3.050
H11 -5.395 -2.243 1.353
H12 -3.091 -2.754 0.849
H13 -2.041 -5.433 1.407
H14 -0.978 -4.859 2.696
H15 -2.258 -4.119 -0.720
H16 -1.202 -2.561 -2.286
H17 0.308 -0.931 -2.668
H18 4.585 0.403 -1.486
H19 5.266 1.706 0.330
H20 3.838 1.048 1.170
H21 1.401 2.441 -0.725
H22 2.060 3.840 -1.639
H23 3.887 2.474 -2.526
H24 1.764 -1.613 0.625
H25 0.637 -3.102 2.246
H26 -1.641 -0.110 2.502
H27 1.745 0.856 1.747
H28 0.428 -0.131 2.405
H29 -0.780 2.125 2.900
H30 0.677 1.814 3.855
H31 0.751 2.913 2.477

Lowest unoccupied orbital energy: 0.371 eV
Calculated total energy: -2308.1221 a.u.
Energy above the lowest of the compared OMol25 structures with the same formula, charge and spin: 0.00 kJ/mol
Kohn-Sham gap: 8.549 eV
SMILES: CCOc1ccc(CCNC(=O)Cc2ccc(NC3=N[C@@H]4CS(=O)(=O)C[C@@H]4S3)cc2)cc1OCC
Total charge: 0

Löwdin atomic charge list, values in e, 4 entries: -0.07 -0.25 -0.08 -0.19

Entry 7:
Entry from OMol25: an isolated molecule of C25H31N3O6 (wB97M-V/def2-TZVPD).

Element x y z (Å)
C1 -8.052 -1.548 -2.278
C2 -8.147 -0.617 -1.077
O1 -6.959 -0.662 -0.287
C3 -5.936 0.101 -0.687
O2 -5.975 0.829 -1.650
C4 -4.750 -0.034 0.197
C5 -4.735 -0.883 1.300
C6 -3.599 -0.949 2.086
C7 -2.481 -0.189 1.790
C8 -2.487 0.653 0.680
N1 -1.395 1.450 0.319
C9 -0.141 1.469 0.841
O3 0.237 0.755 1.749
C10 0.801 2.442 0.143
C11 1.567 1.643 -0.923
C12 2.695 2.456 -1.556
C13 3.645 3.093 -0.537
C14 4.672 2.100 0.046
N2 4.146 0.841 0.517
C15 4.381 -0.305 -0.138
C16 4.026 -1.653 0.015
N3 3.252 -2.374 0.846
C17 2.099 -1.833 1.536
C18 0.830 -2.169 0.740
O4 0.701 -3.556 0.544
C19 1.814 -4.078 -0.149
C20 3.119 -3.800 0.608
C21 4.904 -2.061 -1.096
O5 5.252 -3.126 -1.558
C22 5.201 -0.599 -1.322
O6 5.780 0.080 -2.145
C23 2.850 3.866 0.518
C24 1.755 3.040 1.178
C25 -3.629 0.727 -0.110
H1 -7.259 -1.215 -2.943
H2 -8.993 -1.539 -2.820
H3 -7.838 -2.563 -1.951
H4 -8.947 -0.925 -0.401
H5 -8.313 0.413 -1.409
H6 -5.605 -1.474 1.532
H7 -3.579 -1.600 2.947
H8 -1.605 -0.238 2.415
H9 -1.575 2.061 -0.467
H10 0.240 3.247 -0.341
H11 1.965 0.740 -0.462
H12 0.873 1.329 -1.707
H13 3.266 1.814 -2.229
H14 2.252 3.256 -2.155
H15 4.255 3.827 -1.076
H16 5.203 2.593 0.868
H17 5.393 1.864 -0.738
H18 3.612 0.835 1.373
H19 2.174 -0.755 1.658
H20 2.038 -2.303 2.523
H21 -0.057 -1.843 1.282
H22 0.868 -1.652 -0.233
H23 1.642 -5.151 -0.242
H24 1.878 -3.632 -1.153
H25 3.971 -4.157 0.031
H26 3.091 -4.304 1.579
H27 3.529 4.249 1.283
H28 2.388 4.729 0.032
H29 1.184 3.674 1.861
H30 2.178 2.232 1.774
H31 -3.669 1.376 -0.973

Lowest unoccupied orbital energy: 0.316 eV
Calculated total energy: -1586.9782 a.u.
Energy above the lowest of the compared OMol25 structures with the same formula, charge and spin: 47.38 kJ/mol
Kohn-Sham gap: 7.972 eV
SMILES: CCOC(=O)c1cccc(NC(=O)[C@H]2CC[C@@H](CNc3c(N4CCOCC4)c(=O)c3=O)CC2)c1
Total charge: 0

Löwdin atomic charge list, values in e, 4 entries: -0.06 -0.21 -0.01 -0.45